# 1
Computed, not measured: C35H49BClN7O4PS2W as an isolated structure in a non-equilibrium geometry, with ωB97M-V/def2-TZVPD.

Calculated values
LUMO level (alpha / beta), eV: 0.227 / -0.080
ΔE to the lowest compared entry with this formula, charge and spin, eV: 1.666
2S+1: 4
Charge: 0
Molar mass, g/mol: 957.0

Geometry (Å):
W -0.1852 -0.1407 -0.3268
C 4.5480 -0.7127 -2.2131
C 3.2622 -1.5436 -2.3332
C 2.3167 -0.9118 -3.3466
C 2.7494 -1.9068 -0.9499
C 3.4564 -2.8631 -0.2053
C 2.8046 -2.9563 0.9975
N 1.7651 -2.1169 0.9735
N 1.7109 -1.4582 -0.2183
B 0.7420 -1.9501 2.1119
N -0.6326 -2.4605 1.6509
C -1.4046 -3.4184 2.1720
C -2.5461 -3.5185 1.4065
C -2.4004 -2.5525 0.4025
N -1.2255 -1.9297 0.5599
C -3.3903 -2.2423 -0.6831
C -3.7328 -3.5080 -1.4761
C -4.6707 -1.6435 -0.0981
N 0.6598 -0.4847 2.5612
C 0.8878 -0.0678 3.8094
C 0.6821 1.2877 3.8572
C 0.3014 1.6561 2.5576
N 0.2973 0.5648 1.7739
C 0.0721 3.0965 2.1602
C -0.9273 3.3674 1.0474
C -0.3246 3.9322 3.3834
H 5.0249 -0.6394 -3.1922
H 4.3306 0.2944 -1.8606
H 5.2555 -1.1705 -1.5212
H 3.5610 -2.5153 -2.7419
H 1.8557 -0.0025 -2.9644
H 2.8942 -0.6434 -4.2335
H 1.5384 -1.6051 -3.6647
H 4.3339 -3.3980 -0.5257
H 2.9966 -3.5561 1.8707
H 1.1087 -2.6127 3.0429
H -1.0871 -3.9558 3.0498
H -3.3763 -4.1871 1.5550
H -2.9440 -1.5042 -1.3485
H -4.2988 -4.2064 -0.8557
H -4.3498 -3.2570 -2.3413
H -2.8401 -4.0232 -1.8282
H -5.1510 -2.3556 0.5770
H -4.4634 -0.7339 0.4599
H -5.3754 -1.4036 -0.8967
H 1.1876 -0.7699 4.5685
H 0.7844 1.9274 4.7139
H 1.0475 3.4623 1.8216
H -1.9481 3.2745 1.4168
H -0.7978 4.3941 0.6993
H -0.7995 2.7145 0.1911
H -1.2031 3.5044 3.8717
H 0.4721 4.0095 4.1232
H -0.5738 4.9443 3.0629
C 2.5255 4.8709 -3.0999
C 3.3176 5.4705 -1.9588
O 3.8256 4.4608 -1.0740
P 2.8450 3.9127 0.0981
S 2.7159 1.8151 -0.3068
S 0.9492 1.7211 -1.4074
O 4.0204 3.7859 1.2280
C 3.6788 3.2587 2.5144
C 4.6868 3.7676 3.5176
H 2.1833 5.6605 -3.7718
H 1.6542 4.3299 -2.7277
H 3.1404 4.1698 -3.6651
H 2.7113 6.1851 -1.3940
H 4.1990 5.9945 -2.3274
H 3.6860 2.1673 2.4628
H 2.6643 3.5646 2.7929
H 5.6958 3.4928 3.2109
H 4.4901 3.3322 4.4985
H 4.6355 4.8531 3.6005
Cl -6.6876 4.1706 -0.2814
C -5.3047 3.1190 -0.3978
C -4.6127 3.0131 -1.6007
C -3.5134 2.1903 -1.6902
C -3.0440 1.4395 -0.5912
O -2.0009 0.6780 -0.7714
C -3.7758 1.5469 0.6172
C -3.4550 0.8164 1.8507
O -2.6063 -0.0316 1.9951
C -4.8883 2.3930 0.6903
H -4.9421 3.5829 -2.4597
H -2.9693 2.1121 -2.6226
H -4.1020 1.1015 2.7077
H -5.4260 2.4711 1.6281
C -1.3395 -3.2033 -5.9530
C -1.0330 -2.4959 -4.6673
C -0.5502 -3.1840 -3.5602
C -0.3134 -2.5116 -2.3793
N -0.5200 -1.1961 -2.2456
C -0.9642 -0.5191 -3.3122
C -1.2330 -1.1275 -4.5211
H -0.6332 -4.0127 -6.1339
H -1.3112 -2.5180 -6.7985
H -2.3393 -3.6407 -5.9100
H -0.3602 -4.2486 -3.6073
H 0.0633 -3.0274 -1.5067
H -1.0945 0.5450 -3.1755
H -1.5895 -0.5273 -5.3478

Mulliken population analysis, charges in e, atoms 1 to 6:
1. W 1.1470
2. C -1.3929
3. C 0.6105
4. C -0.6134
5. C -0.4614
6. C -1.3777



# 2
Computed, not measured: a 3-piece molecular cluster, C35H49BN2O4 overall, with ωB97M-V/def2-TZVPD.

Calculated values
LUMO level, eV: -0.242
2S+1: 1
Charge: 0
Molar mass, g/mol: 572.6

Geometry (Å):
C 3.2327 -0.7237 0.5811
O 4.3597 -0.0934 0.0168
C 4.1873 0.3992 -1.3062
C 3.9573 1.9029 -1.3313
C 2.5420 2.4182 -1.0491
C 1.6312 2.4678 -2.2740
C 1.1957 1.1370 -2.9054
C 0.6930 0.0659 -1.9268
C -0.8326 -0.1061 -1.9133
C -1.3511 -0.6697 -0.5768
C -2.5559 -1.6270 -0.6969
C -3.7714 -1.1356 0.0888
C -5.0087 -2.0226 -0.0518
C -6.3144 -1.2400 0.1210
C -6.9860 -0.7679 -1.1455
C -6.5449 -1.0472 -2.3982
C -7.2273 -0.5916 -3.5463
C -8.3594 0.1543 -3.4564
C -9.0395 0.6361 -4.7112
O -8.2477 1.5946 -5.4052
C -8.2298 2.8463 -4.7596
C -8.8511 0.4804 -2.1717
N -9.9850 1.2226 -2.0556
C -10.3721 1.5021 -0.8433
C -9.6779 1.0783 0.3240
B -10.1731 1.4909 1.7722
O -9.8279 2.7157 2.3010
O -10.9377 0.6487 2.5141
N -8.5936 0.3429 0.2261
C -8.1576 0.0272 -1.0222
H 2.5164 0.0007 0.9860
H 2.7018 -1.3422 -0.1475
H 3.5641 -1.3565 1.4025
H 3.4254 -0.1728 -1.8416
H 5.1344 0.1994 -1.8147
H 4.6156 2.3008 -0.5543
H 4.3126 2.3281 -2.2736
H 2.0975 1.8821 -0.2084
H 2.6424 3.4492 -0.6991
H 2.1960 3.0101 -3.0399
H 0.7555 3.0877 -2.0689
H 2.0014 0.7405 -3.5246
H 0.3672 1.3611 -3.5815
H 1.0162 0.2525 -0.9034
H 1.1189 -0.9026 -2.2038
H -1.3126 0.8573 -2.1009
H -1.1343 -0.7824 -2.7150
H -1.6255 0.1728 0.0623
H -0.5360 -1.1896 -0.0688
H -2.2635 -2.6083 -0.3145
H -2.8214 -1.7546 -1.7483
H -4.0022 -0.1298 -0.2807
H -3.4755 -1.0309 1.1343
H -4.9721 -2.5920 -0.9791
H -4.9859 -2.7637 0.7511
H -7.0425 -1.7862 0.7198
H -6.0922 -0.3398 0.7000
H -5.6473 -1.6280 -2.5586
H -6.8458 -0.8222 -4.5324
H -9.1680 -0.1874 -5.4123
H -10.0158 1.0679 -4.4894
H -7.6172 2.8249 -3.8509
H -7.8156 3.5765 -5.4505
H -9.2375 3.1627 -4.4695
H -11.2813 2.0883 -0.7352
H -9.7004 3.3868 1.6247
H -11.2979 1.1277 3.2704
C 6.1822 -0.5190 2.5406
C 5.4038 0.0812 3.5217
C 5.7978 0.0404 4.8524
C 6.9744 -0.6046 5.2075
C 7.7532 -1.2099 4.2308
C 7.3577 -1.1660 2.9008
H 5.8648 -0.4762 1.5040
H 4.4855 0.5851 3.2453
H 5.1887 0.5120 5.6131
H 7.2843 -0.6354 6.2444
H 8.6691 -1.7178 4.5065
H 7.9676 -1.6393 2.1409
C 12.1671 -1.7764 2.2540
C 11.3836 -1.1781 3.2311
C 11.7798 -1.2195 4.5606
C 12.9582 -1.8622 4.9139
C 13.7388 -2.4655 3.9375
C 13.3439 -2.4218 2.6076
H 11.8600 -1.7399 1.2167
H 10.4633 -0.6778 2.9571
H 11.1692 -0.7495 5.3213
H 13.2685 -1.8928 5.9504
H 14.6558 -2.9700 4.2133
H 13.9535 -2.8913 1.8464

Mulliken population analysis, charges in e, atoms 1 to 6:
1. C -0.8688
2. O -0.3582
3. C -0.4503
4. C -0.7800
5. C -0.4431
6. C -0.8651



# 3
Computed, not measured: a 4-piece molecular cluster, C35H49BrN5O5 overall in a non-equilibrium geometry, with ωB97M-V/def2-TZVPD.

Calculated values
LUMO level, eV: -2.380
2S+1: 1
Charge: +1
Molar mass, g/mol: 699.7

Geometry (Å):
C -4.3470 0.5963 3.9044
C -3.4601 0.9998 2.7245
O -3.9176 0.3289 1.5570
C -3.2478 0.6390 0.3512
C -2.1596 -0.3840 0.0012
N -0.7356 -0.0017 0.2546
C -0.4228 1.2534 0.9012
C -0.1090 2.3907 -0.0449
O 0.0612 2.2528 -1.2092
O -0.2739 3.6283 0.5297
C 0.7685 4.4060 1.0527
C 1.3477 3.9845 2.3618
O 1.0571 5.3944 0.4967
C 0.1422 -0.9338 -0.1662
N -0.3293 -2.1063 -0.6210
C 0.7207 -2.8533 -0.9041
C 0.5706 -4.2533 -1.3854
C -0.1208 -5.1538 -0.3347
N -0.2666 -6.4943 -0.8957
N 1.8703 -2.2082 -0.6487
C 3.1591 -2.9440 -0.7990
Br 4.7726 -1.9683 -1.1753
C 3.3992 -3.8897 0.3869
C 4.1553 -5.1411 -0.0511
N 1.5075 -0.9212 -0.2167
C 2.4801 0.1285 0.0642
C 2.8155 1.0109 -1.1621
O 2.9276 2.3457 -0.6904
H -4.8635 -0.3238 3.6165
H -3.7401 0.3586 4.7799
H -5.0812 1.3621 4.1451
H -3.5102 2.0831 2.5551
H -2.4179 0.7178 2.9388
H -2.9016 1.6771 0.3509
H -4.0045 0.5736 -0.4353
H -2.3836 -1.2875 0.5737
H -2.2419 -0.6160 -1.0626
H -1.2986 1.5842 1.4578
H 0.3371 1.1394 1.6776
H 0.8350 4.5352 3.1545
H 2.3953 4.2909 2.3603
H 1.2802 2.9193 2.5668
H 1.5114 -4.7243 -1.6689
H -0.0678 -4.2172 -2.2718
H 0.4972 -5.2051 0.5667
H -1.0818 -4.6980 -0.0751
H -0.0791 -7.2110 -0.2093
H -1.1968 -6.6447 -1.2622
H 3.0156 -3.5208 -1.7145
H 3.9994 -3.3579 1.1342
H 2.4457 -4.1211 0.8663
H 5.1324 -4.8619 -0.4567
H 4.3208 -5.8018 0.8009
H 3.6170 -5.6825 -0.8332
H 2.0965 0.8000 0.8234
H 3.3603 -0.3414 0.5004
H 3.7528 0.7147 -1.6204
H 2.0121 0.9108 -1.8960
H 2.5420 2.9566 -1.3313
C 2.5981 8.4092 0.3650
C 2.7878 9.2338 -0.7359
C 3.4779 10.4303 -0.5998
C 3.9830 10.8033 0.6380
C 3.7959 9.9806 1.7398
C 3.1026 8.7860 1.6025
H 2.0598 7.4779 0.2609
H 2.3953 8.9436 -1.7022
H 3.6209 11.0740 -1.4580
H 4.5215 11.7361 0.7442
H 4.1891 10.2721 2.7052
H 2.9530 8.1473 2.4645
C 3.2453 -3.9493 -6.7178
C 1.9560 -3.4569 -6.5651
C 1.5931 -2.8082 -5.3937
C 2.5248 -2.6526 -4.3765
C 3.8149 -3.1452 -4.5282
C 4.1755 -3.7954 -5.6996
H 3.5253 -4.4532 -7.6331
H 1.2345 -3.5753 -7.3624
H 0.5890 -2.4206 -5.2777
H 2.2454 -2.1298 -3.4661
H 4.5269 -3.0166 -3.7232
H 5.1794 -4.1808 -5.8193
C -7.1264 -1.6121 2.2615
C -6.6184 -2.8532 2.6202
C -7.3862 -3.7262 3.3785
C -8.6644 -3.3586 3.7750
C -9.1730 -2.1182 3.4158
C -8.4037 -1.2440 2.6607
H -6.5235 -0.9307 1.6737
H -5.6219 -3.1404 2.3073
H -6.9900 -4.6932 3.6603
H -9.2648 -4.0395 4.3640
H -10.1702 -1.8330 3.7244
H -8.7999 -0.2756 2.3836

Mulliken population analysis, charges in e, atoms 1 to 6:
1. C -1.1051
2. C 0.0538
3. O -0.2457
4. C -1.2367
5. C -0.4814
6. N 0.6133



# 4
Computed, not measured: a 10-piece molecular cluster, C35H49F5O26 overall in a non-equilibrium geometry, with ωB97M-V/def2-TZVPD.

Calculated values
LUMO level, eV: 0.192
ΔE to the lowest compared entry with this formula, charge and spin, eV: 0.000
2S+1: 1
Charge: 0
Molar mass, g/mol: 980.7

Geometry (Å):
O 16.5515 16.7429 19.3085
C 15.5029 16.7028 18.6610
O 15.3318 17.2519 17.4487
C 14.1483 16.7070 16.8967
C 13.3661 16.3885 18.1431
F 12.6505 15.1989 18.0243
O 14.3079 16.2551 19.1267
H 13.7842 17.3919 16.1268
H 14.4164 15.8068 16.3174
H 12.6612 17.1085 18.5039
O 13.0642 9.8685 16.6288
C 13.7746 9.6499 17.5740
O 13.8375 8.5277 18.2829
C 14.4250 8.8175 19.5566
C 15.4068 9.8814 19.1350
F 16.6433 9.3871 18.7283
O 14.8090 10.4738 17.9667
H 13.6205 9.1696 20.2099
H 14.9590 7.9645 19.9779
H 15.5699 10.6754 19.8644
O 14.4645 17.7384 12.6879
C 15.5241 17.6524 13.2622
O 15.6773 17.6485 14.6403
C 17.0622 17.4085 14.9629
C 17.6746 16.9431 13.6854
F 17.6078 15.5487 13.6144
O 16.7457 17.4227 12.7028
H 17.4131 18.3810 15.2465
H 17.1991 16.7120 15.7464
H 18.6656 17.4197 13.3536
O 18.1130 11.9039 14.0662
C 17.3992 12.5669 13.4183
O 17.6168 12.9362 12.1615
C 16.4559 13.5200 11.6145
C 15.4398 13.5041 12.7879
F 14.3719 12.4772 12.5951
O 16.1823 13.0084 13.8231
H 16.7322 14.5032 11.2565
H 16.2015 12.9550 10.7118
H 14.9587 14.4366 13.1231
O 11.8035 15.4828 14.6368
C 12.1397 14.4257 15.0391
O 13.4131 13.9959 15.1039
C 13.5175 12.6235 15.5439
C 12.1218 12.3371 16.0199
F 12.0125 12.5274 17.3724
O 11.3307 13.4336 15.4483
H 13.7183 12.0132 14.6279
H 14.2534 12.6053 16.3545
H 11.6760 11.3673 15.6709
C 13.2576 15.0201 22.7953
C 13.7184 14.1918 21.5883
C 15.1780 13.9105 21.4878
O 15.3716 12.5792 22.0439
C 14.1985 12.0037 21.8376
O 14.0348 10.7993 21.8612
O 13.2164 12.8473 21.5266
H 13.4967 16.0910 22.5950
H 13.7539 14.7539 23.7214
H 12.1559 14.9506 22.8454
H 13.3966 14.6442 20.6444
H 15.7508 14.6751 22.0904
H 15.4692 13.8773 20.4430
C 18.8275 11.3160 17.1053
C 18.8149 12.4764 18.0471
C 19.0615 13.8129 17.3148
O 17.7774 14.2521 16.9275
C 16.9080 13.7024 17.7345
O 15.7528 13.9923 17.8063
O 17.3976 12.7159 18.4931
H 19.7481 11.2876 16.5034
H 18.0726 11.4550 16.3601
H 18.5984 10.3615 17.5383
H 19.3054 12.3347 18.9994
H 19.6665 13.6094 16.4789
H 19.5575 14.5550 17.9259
C 8.5646 13.3495 19.8975
C 9.7224 14.1429 19.3891
C 9.4124 15.2323 18.2912
O 10.0339 16.4188 18.9028
C 10.4644 16.1335 20.1174
O 10.9169 16.9639 20.8298
O 10.3608 14.8286 20.4745
H 8.8482 12.9777 20.8649
H 8.4835 12.5095 19.2420
H 7.5994 13.9300 19.8875
H 10.4619 13.3551 19.0515
H 8.3638 15.3989 18.2288
H 9.8557 15.0688 17.3206
C 8.2105 11.1586 15.6590
C 8.2579 12.6449 15.5631
C 6.7685 12.9470 15.7945
O 6.3135 12.0696 16.7865
C 7.0433 10.8626 16.5922
H 9.1793 10.7566 15.9995
H 7.9476 10.8016 14.6845
H 8.6021 13.0548 14.6378
H 8.9086 13.0830 16.3833
H 6.2823 12.8917 14.7759
H 6.5530 13.9535 16.2331
H 6.3826 10.1285 16.1099
H 7.3035 10.6027 17.5994
C 9.5331 15.6400 11.5296
C 11.0288 15.4766 11.2704
C 11.0629 14.9170 9.9015
O 9.8302 14.2159 9.6932
C 8.8811 14.5577 10.6939
H 9.0984 16.6252 11.1843
H 9.4038 15.6086 12.5806
H 11.4037 14.6653 11.8948
H 11.6344 16.3608 11.4979
H 11.9566 14.2392 9.6828
H 11.1233 15.7897 9.2823
H 8.5789 13.6664 11.1738
H 7.9641 14.9229 10.2312

Mulliken population analysis, charges in e, atoms 1 to 6:
1. O -0.6270
2. C 0.4371
3. O -0.4523
4. C 0.2519
5. C 0.0897
6. F -0.0899



> Which value of 2S+1 does entry 3 give?

1